Computed, not measured: a 14-piece molecular cluster, C40H94BN4O21 overall at a distorted geometry, with ωB97M-V/def2-TZVPD.

The frontier orbital gap comes out at 8.1 eV. As for the LUMO energy: 2.0 eV. As for the total charge: -1. The energy is -92643.7669 eV.

Last columns: bonded neighbours and bond lengths (Å).
Positions of all 160 atoms, in Å:
1 O -0.1333 3.4641 1.1185  C2 1.200
2 C 0.2299 2.4006 1.5387  O1 1.200, O3 1.313, C6 1.561
3 O 0.5402 1.3212 0.8581  C2 1.313, B4 1.470
4 B 0.7682 0.1833 1.7605  O3 1.470, O5 1.478, O8 1.466, O12 1.486
5 O 0.6603 0.7502 3.1217  B4 1.478, C6 1.323
6 C 0.4305 2.0510 3.0464  C2 1.561, O5 1.323, O7 1.194
7 O 0.4523 2.8488 3.9339  C6 1.194
8 O 2.1028 -0.3743 1.5208  B4 1.466, C9 1.320
9 C 2.0099 -1.6339 1.1383  O8 1.320, O10 1.195, C11 1.543
10 O 2.9190 -2.3531 0.8480  C9 1.195
11 C 0.5071 -1.9837 1.1010  C9 1.543, O12 1.323, O13 1.196
12 O -0.1828 -0.9287 1.5017  B4 1.486, C11 1.323
13 O 0.0710 -3.0215 0.6960  C11 1.196
14 C 6.2293 5.8294 -0.9119  C15 1.517, H25 1.092, H26 1.087, H27 1.098
15 C 5.0368 4.9701 -0.5350  C14 1.517, C16 1.523, N20 1.466, C24 1.533
16 C 3.7600 5.7887 -0.6720  C15 1.523, C17 1.533, H28 1.100, H29 1.094
17 C 2.4619 4.9797 -0.5750  C16 1.533, C18 1.516, H30 1.093, H31 1.087
18 C 2.4648 3.9107 -1.6495  C17 1.516, C19 1.542, H32 1.089, H33 1.098
19 C 3.7320 3.0329 -1.6525  C18 1.542, N20 1.472, C22 1.541, C23 1.532
20 N 4.9209 3.8917 -1.5217  C15 1.466, C19 1.472, O21 1.424
21 O 6.1272 3.1386 -1.5838  N20 1.424, H43 0.969
22 C 3.6273 1.9953 -0.5180  C19 1.541, H34 1.088, H35 1.090, H36 1.093
23 C 3.8112 2.3082 -3.0000  C19 1.532, H37 1.092, H38 1.091, H39 1.092
24 C 5.2055 4.4935 0.9119  C15 1.533, H40 1.093, H41 1.093, H42 1.089
25 H 6.1326 6.8726 -0.6052  C14 1.092
26 H 6.5154 5.7609 -1.9582  C14 1.087
27 H 7.0983 5.4766 -0.3409  C14 1.098
28 H 3.7401 6.5430 0.1288  C16 1.100
29 H 3.7806 6.4077 -1.5735  C16 1.094
30 H 1.7276 5.7610 -0.7871  C17 1.093
31 H 2.2418 4.6643 0.4417  C17 1.087
32 H 2.2338 4.3277 -2.6287  C18 1.089
33 H 1.6426 3.2201 -1.4209  C18 1.098
34 H 2.7992 1.3075 -0.6766  C22 1.088
35 H 4.5842 1.4803 -0.4285  C22 1.090
36 H 3.3904 2.4485 0.4481  C22 1.093
37 H 3.0871 2.6817 -3.7278  C23 1.092
38 H 4.7840 2.4584 -3.4712  C23 1.091
39 H 3.6631 1.2272 -2.9497  C23 1.092
40 H 5.5237 5.3128 1.5625  C24 1.093
41 H 5.9809 3.7247 0.9598  C24 1.093
42 H 4.2900 4.1337 1.3792  C24 1.089
43 H 6.1450 2.6091 -0.7727  O21 0.969
44 C -5.9990 1.1004 3.7794  C45 1.518, H55 1.090, H56 1.089, H57 1.102
45 C -5.2425 2.2909 4.3404  C44 1.518, C46 1.531, N50 1.440, C54 1.542
46 C -3.8818 1.7352 4.7700  C45 1.531, C47 1.531, H58 1.090, H59 1.093
47 C -2.8173 2.7977 5.0575  C46 1.531, C48 1.531, H60 1.088, H61 1.100
48 C -2.7024 3.8621 3.9634  C47 1.531, C49 1.546, H62 1.088, H63 1.088
49 C -3.9976 4.2434 3.2111  C48 1.546, N50 1.427, C52 1.540, C53 1.528
50 N -5.0140 3.2437 3.2845  C45 1.440, C49 1.427, O51 1.414
51 O -6.1709 3.6012 2.5551  N50 1.414, H73 0.963
52 C -4.4389 5.6148 3.7556  C49 1.540, H64 1.088, H65 1.096, H66 1.098
53 C -3.6207 4.4860 1.7500  C49 1.528, H67 1.092, H68 1.101, H69 1.098
54 C -5.9422 2.9325 5.5552  C45 1.542, H70 1.091, H71 1.087, H72 1.089
55 H -6.2078 0.3155 4.5069  C44 1.090
56 H -5.5493 0.7455 2.8538  C44 1.089
57 H -7.0160 1.4147 3.4931  C44 1.102
58 H -4.0277 1.0688 5.6207  C46 1.090
59 H -3.4246 1.1609 3.9598  C46 1.093
60 H -1.8548 2.3061 5.1857  C47 1.088
61 H -3.0436 3.2241 6.0461  C47 1.100
62 H -2.0089 3.5057 3.2043  C48 1.088
63 H -2.2728 4.6996 4.5090  C48 1.088
64 H -3.7473 6.4257 3.5349  C52 1.088
65 H -5.4275 5.9179 3.3924  C52 1.096
66 H -4.5947 5.5551 4.8411  C52 1.098
67 H -2.6172 4.8818 1.5768  C53 1.092
68 H -3.7095 3.6079 1.0919  C53 1.101
69 H -4.2643 5.2163 1.2428  C53 1.098
70 H -6.8610 3.3743 5.1663  C54 1.091
71 H -5.2933 3.7029 5.9639  C54 1.087
72 H -6.1418 2.1742 6.3116  C54 1.089
73 H -6.0460 3.1760 1.6996  O51 0.963
74 C 0.9984 -8.2506 -0.2389  C75 1.538, H85 1.095, H86 1.087, H87 1.092
75 C 1.6124 -7.3257 -1.3038  C74 1.538, C76 1.542, N80 1.444, C84 1.530
76 C 2.2758 -8.2113 -2.3775  C75 1.542, C77 1.513, H88 1.092, H89 1.088
77 C 1.2802 -8.7500 -3.3810  C76 1.513, C78 1.509, H90 1.099, H91 1.097
78 C 0.3931 -7.6759 -3.9602  C77 1.509, C79 1.545, H92 1.097, H93 1.098
79 C -0.2873 -6.7427 -2.9335  C78 1.545, N80 1.431, C82 1.531, C83 1.538
80 N 0.6614 -6.4239 -1.9111  C75 1.444, C79 1.431, O81 1.413
81 O 0.1988 -5.4688 -0.9778  N80 1.413, H103 0.964
82 C -0.7931 -5.5468 -3.7444  C79 1.531, H94 1.088, H95 1.095, H96 1.093
83 C -1.5219 -7.4718 -2.3758  C79 1.538, H97 1.096, H98 1.096, H99 1.087
84 C 2.7269 -6.5124 -0.6420  C75 1.530, H100 1.091, H101 1.093, H102 1.095
85 H 1.8215 -8.7618 0.2721  C74 1.095
86 H 0.3192 -8.9781 -0.6763  C74 1.087
87 H 0.5361 -7.6727 0.5637  C74 1.092
88 H 3.0041 -7.5878 -2.9004  C76 1.092
89 H 2.7182 -9.0582 -1.8567  C76 1.088
90 H 0.6339 -9.5323 -2.9580  C77 1.099
91 H 1.7806 -9.3118 -4.1788  C77 1.097
92 H -0.4277 -8.1134 -4.5426  C78 1.097
93 H 0.9016 -7.0931 -4.7392  C78 1.098
94 H -1.1287 -5.8691 -4.7276  C82 1.088
95 H -1.6030 -5.0686 -3.1838  C82 1.095
96 H -0.0759 -4.7368 -3.9001  C82 1.093
97 H -1.9716 -6.8797 -1.5710  C83 1.096
98 H -2.3216 -7.4848 -3.1258  C83 1.096
99 H -1.3242 -8.4838 -2.0333  C83 1.087
100 H 3.6575 -7.0807 -0.6217  C84 1.091
101 H 2.4778 -6.2250 0.3827  C84 1.093
102 H 2.9312 -5.5826 -1.1824  C84 1.095
103 H 0.9138 -4.8223 -0.9475  O81 0.964
104 C -1.5973 -2.0388 -2.9844  C105 1.522, H115 1.093, H116 1.093, H117 1.092
105 C -1.7787 -0.5316 -3.0966  C104 1.522, C106 1.517, N110 1.473, C114 1.526
106 C -0.8990 0.1205 -2.0468  C105 1.517, C107 1.514, H118 1.091, H119 1.097
107 C -0.7742 1.6219 -2.1933  C106 1.514, C108 1.527, H120 1.091, H121 1.094
108 C -0.1957 1.9799 -3.5609  C107 1.527, C109 1.524, H122 1.092, H123 1.094
109 C -0.9456 1.2904 -4.6945  C108 1.524, N110 1.480, C112 1.539, C113 1.545
110 N -1.2604 -0.1286 -4.4154  C105 1.473, C109 1.480, O111 1.413
111 O -2.0825 -0.6338 -5.4473  N110 1.413, H133 0.962
112 C -2.1966 2.1071 -5.0632  C109 1.539, H124 1.096, H125 1.091, H126 1.089
113 C -0.0415 1.2684 -5.9473  C109 1.545, H127 1.098, H128 1.088, H129 1.094
114 C -3.2513 -0.2044 -2.8633  C105 1.526, H130 1.092, H131 1.089, H132 1.095
115 H -2.1279 -2.5030 -2.1487  C104 1.093
116 H -0.5715 -2.3839 -2.8301  C104 1.093
117 H -1.9830 -2.4691 -3.9105  C104 1.092
118 H -1.2270 -0.0799 -1.0252  C106 1.091
119 H 0.1070 -0.2928 -2.1915  C106 1.097
120 H -0.0829 2.0526 -1.4675  C107 1.091
121 H -1.7296 2.1345 -2.0459  C107 1.094
122 H 0.8812 1.8029 -3.6090  C108 1.092
123 H -0.3323 3.0509 -3.7398  C108 1.094
124 H -2.7628 2.3692 -4.1625  C112 1.096
125 H -1.9060 3.0406 -5.5478  C112 1.091
126 H -2.9161 1.5817 -5.6887  C112 1.089
127 H 0.5997 0.3794 -5.8788  C113 1.098
128 H -0.5790 1.2208 -6.8921  C113 1.088
129 H 0.7064 2.0667 -5.9666  C113 1.094
130 H -3.6002 -0.5440 -1.8857  C114 1.092
131 H -3.9010 -0.5853 -3.6496  C114 1.089
132 H -3.4023 0.8787 -2.8134  C114 1.095
133 H -1.5276 -1.2845 -5.8884  O111 0.962
134 O -0.1806 2.7509 7.1907  H135 0.963, H136 0.961
135 H -0.6162 2.8639 6.3392  O134 0.963
136 H -0.8538 2.9710 7.8406  O134 0.961
137 O 1.0444 -6.1319 2.8367  H138 0.962, H139 0.963
138 H 0.3896 -6.8058 3.0407  O137 0.962
139 H 0.5412 -5.4787 2.3394  O137 0.963
140 O 3.6576 -4.8773 2.1697  H141 0.966, H142 0.965
141 H 4.3724 -4.8598 1.5205  O140 0.966
142 H 3.3221 -3.9739 2.1272  O140 0.965
143 O 0.5649 6.6091 1.3752  H144 0.965, H145 0.962
144 H 0.2774 5.6935 1.2724  O143 0.965
145 H 1.2461 6.5684 2.0528  O143 0.962
146 O -1.7810 -5.2052 1.1926  H147 0.966, H148 0.966
147 H -1.3224 -5.6438 0.4642  O146 0.966
148 H -1.4203 -4.3099 1.1533  O146 0.966
149 O -2.8106 0.8125 1.6351  H150 0.965, H151 0.967
150 H -2.7268 1.7736 1.6205  O149 0.965
151 H -2.0108 0.4840 1.2018  O149 0.967
152 O -3.4387 -1.8062 2.7996  H153 0.961, H154 0.965
153 H -4.3138 -1.4117 2.8476  O152 0.961
154 H -2.9204 -1.1514 2.3168  O152 0.965
155 O 3.2920 4.0563 4.6333  H156 0.962, H157 0.963
156 H 3.5178 3.3913 3.9762  O155 0.962
157 H 2.3846 4.2976 4.4178  O155 0.963
158 O 5.7212 -4.0255 0.3661  H159 0.965, H160 0.961
159 H 5.2687 -3.1729 0.3696  O158 0.965
160 H 6.6097 -3.8431 0.0498  O158 0.961

These are the Löwdin partial charges, in e, on atoms 1 to 4: atom 1 (O): 0.137, atom 2 (C): -0.384, atom 3 (O): 0.209, atom 4 (B): -0.886